A 8-piece molecular cluster, C28H54F6N10O14S6 overall, computed with ωB97M-V/def2-TZVPD.

Last column: Mulliken charge in e.
Positions of all 118 atoms, in Å:
1 C 4.0296 7.4989 1.8762  -1.22
2 C 3.2089 8.8539 1.7270  -0.26
3 N 2.6337 8.9481 0.3771  0.18
4 C 2.7369 10.0003 -0.4722  -0.23
5 C 2.0558 9.7451 -1.6670  -0.43
6 N 1.6936 8.3937 -1.5717  0.17
7 C 2.0183 7.9596 -0.3160  -0.19
8 C 1.0032 7.6045 -2.5719  -0.82
9 H 3.5248 6.5328 1.8820  0.39
10 H 4.5672 7.5955 2.8194  0.37
11 H 4.8156 7.4534 1.1224  0.37
12 H 3.8713 9.7106 1.8504  0.33
13 H 2.4123 8.7943 2.4686  0.26
14 H 3.2036 10.9008 -0.1011  0.38
15 H 1.7923 10.4540 -2.4379  0.42
16 H 1.9127 6.9376 0.0168  0.29
17 H 0.9429 6.5613 -2.2617  0.27
18 H 1.3820 7.8640 -3.5605  0.35
19 H 0.0068 8.0186 -2.7265  0.38
20 C 3.5491 -3.6771 -5.0967  -1.20
21 C 3.5349 -2.5499 -6.1625  -0.29
22 N 3.5995 -1.1337 -5.6302  0.15
23 C 3.1119 -0.0773 -6.2715  -0.41
24 C 3.4284 1.1327 -5.5181  -0.41
25 N 3.9562 0.6619 -4.3226  0.20
26 C 4.0910 -0.6978 -4.4425  -0.35
27 C 4.3264 1.4610 -3.2041  -0.93
28 H 3.0693 -4.5947 -5.4373  0.36
29 H 2.9601 -3.2781 -4.2709  0.31
30 H 4.4954 -3.9475 -4.6282  0.35
31 H 2.5640 -2.6292 -6.6517  0.37
32 H 4.2566 -2.5964 -6.9780  0.37
33 H 2.7259 -0.2498 -7.2653  0.43
34 H 3.3184 2.1954 -5.6762  0.44
35 H 4.4839 -1.3932 -3.7155  0.56
36 H 3.5037 1.7769 -2.5627  0.27
37 H 4.7916 2.3364 -3.6573  0.37
38 H 5.1558 0.9231 -2.7449  0.43
39 C 2.3096 -5.6516 1.1822  -1.37
40 C 2.7477 -4.2380 0.7011  -0.27
41 N 1.5932 -3.4554 0.2163  0.23
42 C 0.4929 -3.9297 -0.3884  -0.44
43 C -0.3203 -2.8303 -0.7547  -0.63
44 N 0.3713 -1.7197 -0.4801  0.26
45 C 1.5288 -2.1169 0.1684  -0.45
46 C -0.1175 -0.3724 -0.7839  -0.89
47 H 2.2131 -6.2926 0.3059  0.39
48 H 1.3670 -5.6630 1.7295  0.40
49 H 3.1926 -6.0904 1.6466  0.38
50 H 3.5336 -4.3375 -0.0476  0.28
51 H 3.2062 -3.7894 1.5823  0.37
52 H 0.2627 -4.9772 -0.5152  0.57
53 H -1.2920 -2.8022 -1.2254  0.55
54 H 2.3331 -1.5327 0.5906  0.59
55 H 0.3852 0.4179 -0.2264  0.37
56 H -1.1994 -0.3111 -0.6669  0.30
57 H 0.1896 -0.1439 -1.8045  0.34
58 C -2.1984 -2.0010 4.9123  -1.45
59 C -3.5851 -2.5400 4.4462  -0.39
60 C -4.5647 -1.4145 4.1515  -0.73
61 N -5.8550 -1.9291 3.4812  0.18
62 C -6.4131 -3.3069 4.0856  -0.98
63 C -5.5791 -2.1235 1.9628  -0.56
64 C -6.8919 -1.9304 1.2802  -0.73
65 C -7.5681 -0.9555 2.1767  -0.52
66 C -6.9149 -0.8935 3.5342  -0.62
67 H -1.6498 -1.4743 4.1315  0.34
68 H -1.5244 -2.8097 5.1949  0.38
69 H -2.4775 -1.3601 5.7487  0.37
70 H -3.9637 -3.0695 5.3205  0.32
71 H -3.3612 -3.2261 3.6294  0.36
72 H -4.1242 -0.6713 3.4869  0.41
73 H -4.7602 -0.8900 5.0868  0.53
74 H -5.6167 -4.0147 3.8552  0.37
75 H -7.3439 -3.4675 3.5417  0.37
76 H -6.4160 -2.9595 5.1188  0.43
77 H -5.2325 -3.1096 1.6537  0.34
78 H -4.9074 -1.3297 1.6360  0.43
79 H -7.4632 -2.8493 1.1484  0.33
80 H -6.7752 -1.5608 0.2615  0.39
81 H -8.6187 -1.1811 2.3598  0.30
82 H -7.4212 0.0309 1.7367  0.33
83 H -7.5076 -1.0836 4.4290  0.40
84 H -6.4255 0.0425 3.8034  0.37
85 N -3.9223 0.1797 -4.8577  -0.22
86 S -4.5809 1.4815 -5.0075  1.05
87 O -5.8527 1.5450 -5.7426  -0.59
88 O -3.6946 2.6332 -5.0576  -0.61
89 F -5.0935 1.5909 -3.5079  -0.30
90 S -3.6051 0.0414 -6.4890  1.06
91 O -2.9190 1.1224 -7.1874  -0.54
92 O -4.6133 -0.8208 -7.1771  -0.57
93 F -2.3591 -0.9693 -6.3616  -0.28
94 N 7.0174 -1.0135 0.9023  -0.21
95 S 8.2676 -1.8243 0.8703  1.05
96 O 8.3028 -2.8493 1.8667  -0.59
97 O 9.4978 -1.2026 0.3986  -0.59
98 F 7.8772 -2.5959 -0.4774  -0.31
99 S 7.2891 -0.3020 2.4176  1.07
100 O 8.5930 0.2281 2.7223  -0.54
101 O 6.4725 -0.8032 3.5295  -0.58
102 F 6.5331 1.0720 2.0338  -0.29
103 N -0.5716 4.4448 3.3889  -0.21
104 S -0.5909 4.1955 4.8723  1.03
105 O -1.4586 3.1564 5.4669  -0.56
106 O -0.0421 5.2311 5.7329  -0.60
107 F 0.7233 3.3327 4.6956  -0.32
108 S -2.1235 4.9259 3.3949  1.09
109 O -2.2581 6.2418 3.9765  -0.58
110 O -3.1903 3.9766 3.4854  -0.52
111 F -2.2645 5.3271 1.8141  -0.33
112 C -2.0778 -10.4693 0.7287  -0.69
113 C -3.0860 -9.3153 0.6360  0.52
114 O -3.2177 -8.6927 -0.4515  -0.76
115 O -3.8303 -9.0754 1.5889  -0.72
116 H -2.4889 -11.2478 1.3714  0.25
117 H -1.0889 -10.1181 1.0232  0.14
118 H -2.0162 -11.0025 -0.2200  0.25

Cartesian forces (eV/Å) of the 6 atoms listed first:
0.6041 1.4650 0.0389
0.5360 -2.5204 0.0519
-0.6672 -1.3816 -1.7702
-1.1009 1.2075 -0.9116
1.2542 -0.8518 2.2544
0.5080 0.9620 2.1409

As for the LUMO energy: -2.0 eV. As for the total energy: -154778.587 eV. The spin multiplicity is 1. For the energy relative to the best compared isomer or geometry (same formula, charge and spin), the calculation gives 1014.32 kJ/mol. The highest occupied orbital energy is -0.2027 Eh. The value obtained for the HOMO-LUMO gap is 3.49 eV. As for the charge: 0.